Molecular formula: C35H25F12N6SV
Method: DFT, the ωB97M-V functional and the def2-TZVPD basis

HOMO energy (spin up / spin down), eV: -14.3 / -14.3
Gap between HOMO and LUMO (spin up / spin down), eV: 6.6 / 6.6
Net charge: +2
F_max, eV Å⁻¹: 1.1

Last column: Löwdin charge in e.
Positions of all 80 atoms, in Å:
V (-0.5694, 0.4357, -0.2306)  0.926
C (-1.0180, 3.3256, 0.7230)  -0.009
N (-1.4587, 1.9522, 1.0935)  -0.282
C (-1.0308, 1.7149, 2.4851)  -0.170
C (0.4585, 1.4530, 2.3814)  -0.142
N (0.6783, 0.6062, 1.1840)  -0.067
C (1.8812, -0.1429, 1.2398)  -0.164
C (1.9660, -1.4233, 0.7087)  -0.159
F (0.8783, -1.9439, 0.1119)  0.073
C (3.1014, -2.2044, 0.7456)  -0.137
F (3.0736, -3.4304, 0.2380)  0.152
C (4.2566, -1.6951, 1.3150)  -0.126
F (5.3549, -2.4180, 1.3663)  0.181
C (4.2371, -0.4035, 1.8200)  -0.126
F (5.3318, 0.1148, 2.3452)  0.172
C (3.0781, 0.3499, 1.7698)  -0.142
F (3.1459, 1.6008, 2.2252)  0.133
C (-2.9096, 1.8168, 0.8355)  -0.153
C (-3.0617, 1.8532, -0.6873)  -0.132
N (-1.7593, 1.4476, -1.2436)  -0.104
C (-1.5558, 1.7147, -2.6258)  -0.145
C (-0.6043, 2.6471, -3.0404)  -0.146
F (0.0991, 3.3265, -2.1306)  0.117
C (-0.3459, 2.8916, -4.3734)  -0.126
F (0.5812, 3.7671, -4.7227)  0.164
C (-1.0697, 2.2117, -5.3444)  -0.118
F (-0.8335, 2.4326, -6.6203)  0.179
C (-2.0501, 1.3094, -4.9655)  -0.127
F (-2.7514, 0.6628, -5.8833)  0.160
C (-2.2874, 1.0802, -3.6226)  -0.140
F (-3.2491, 0.2145, -3.2867)  0.124
H (-1.3822, 4.0309, 1.4720)  0.119
H (-1.4038, 3.6097, -0.2469)  0.085
H (0.0666, 3.3798, 0.6785)  0.098
H (-1.5547, 0.8586, 2.8851)  0.058
H (-1.2366, 2.5833, 3.1133)  0.146
H (0.8311, 0.9534, 3.2762)  0.114
H (1.0034, 2.3904, 2.2832)  0.123
H (-3.4624, 2.6331, 1.3054)  0.149
H (-3.2653, 0.8819, 1.2581)  0.064
H (-3.3363, 2.8471, -1.0464)  0.140
H (-3.8423, 1.1659, -1.0187)  0.132
F (4.1369, 1.9857, -2.1112)  0.124
C (3.1022, 1.1646, -2.2492)  -0.239
C (2.0285, 1.2898, -1.3832)  -0.004
C (0.9411, 0.4391, -1.5295)  -0.144
C (0.9231, -0.5329, -2.5480)  -0.096
C (2.0543, -0.6512, -3.3473)  -0.187
F (2.1225, -1.5982, -4.2871)  0.108
C (3.1438, 0.1912, -3.2261)  0.126
C (-0.2719, -1.3776, -2.6208)  -0.186
C (-0.5626, -2.2575, -3.6567)  0.046
C (-1.7557, -2.9547, -3.6393)  0.007
C (-2.6453, -2.7208, -2.6026)  -0.027
C (-2.2994, -1.8173, -1.6223)  -0.175
N (-1.1159, -1.1776, -1.5862)  0.006
H (2.0711, 2.0498, -0.6137)  0.129
H (4.0003, 0.0795, -3.8774)  0.155
H (0.1321, -2.3892, -4.4687)  0.124
H (-1.9975, -3.6451, -4.4363)  0.133
H (-3.6150, -3.1974, -2.5693)  0.128
H (-2.9995, -1.5892, -0.8364)  0.070
N (-1.3460, -3.6533, 0.9237)  0.171
C (-1.0655, -2.6069, 1.6883)  -0.671
S (-1.8751, -1.0928, 1.3505)  0.863
N (-0.2426, -2.7783, 2.7115)  0.111
C (0.1113, -1.8439, 3.7507)  -0.245
C (1.4568, -1.6974, 4.0522)  -0.028
C (1.8328, -0.8634, 5.0961)  -0.052
C (0.8668, -0.1835, 5.8248)  -0.054
C (-0.4805, -0.3574, 5.5278)  -0.053
C (-0.8656, -1.2034, 4.4975)  -0.045
H (-2.0088, -3.5548, 0.1736)  0.094
H (-1.0063, -4.5818, 1.1300)  0.142
H (0.1496, -3.7051, 2.8306)  0.176
H (2.2048, -2.2400, 3.4858)  0.117
H (2.8801, -0.7530, 5.3450)  0.122
H (1.1605, 0.4601, 6.6431)  0.120
H (-1.2370, 0.1405, 6.1194)  0.121
H (-1.9131, -1.3783, 4.2903)  0.115



Molecular formula: C43H31AsBrCl5IrN3O3
Method: DFT, the ωB97M-V functional and the def2-TZVPD basis

HOMO energy (spin up / spin down), eV: -10.4 / -10.4
Gap between HOMO and LUMO (spin up / spin down), eV: 7.5 / 7.4
Net charge: +1
ΔE to the lowest compared entry with this formula, charge and spin, kcal per mole: 13.3
F_max, eV Å⁻¹: 0.4
2S+1: 2

Last column: Löwdin charge in e.
Positions of all 88 atoms, in Å:
Ir (-0.2421, -1.4250, -0.9929)  0.961
C (1.6492, -3.6388, 0.4281)  -0.021
O (0.8789, -2.4524, 0.6821)  -0.260
C (0.9534, -1.8895, 1.9330)  -0.209
C (1.9812, -2.1482, 2.8186)  -0.052
C (1.9813, -1.4804, 4.0386)  -0.660
Br (3.3903, -1.8189, 5.2462)  0.791
C (1.0070, -0.5653, 4.3694)  -0.050
C (-0.0302, -0.3006, 3.4697)  -0.058
C (-0.0604, -0.9946, 2.2694)  -0.176
O (-1.0556, -0.7570, 1.3169)  -0.071
C (-1.0052, 0.7347, 3.8327)  -0.264
N (-1.0541, 1.2671, 5.0220)  0.186
C (-2.0406, 2.2313, 4.9529)  -0.222
C (-2.5058, 3.1053, 5.9376)  -0.007
C (-3.5005, 3.9924, 5.5869)  -0.084
C (-4.0342, 4.0219, 4.2866)  -0.086
C (-3.5912, 3.1623, 3.3018)  -0.022
C (-2.5888, 2.2685, 3.6652)  -0.196
N (-1.9207, 1.2844, 2.9652)  0.168
H (1.4014, -4.4005, 1.1671)  0.116
H (2.7146, -3.4079, 0.4471)  0.075
H (1.3618, -3.9695, -0.5652)  0.097
H (2.7788, -2.8338, 2.5771)  0.108
H (1.0278, -0.0279, 5.3059)  0.114
H (-1.8255, -1.3114, 1.5046)  0.128
H (-2.0896, 3.0797, 6.9353)  0.115
H (-3.8827, 4.6855, 6.3239)  0.104
H (-4.8110, 4.7380, 4.0543)  0.104
H (-4.0037, 3.1881, 2.3016)  0.108
H (-1.9835, 1.0931, 1.9806)  0.114
Cl (-2.2194, 1.4181, -1.1265)  0.716
C (-1.8481, 0.6118, -2.6225)  -0.716
C (-1.1028, -0.5583, -2.5600)  -0.497
C (-0.8353, -1.1703, -3.7827)  -0.692
Cl (0.1072, -2.6370, -3.6820)  0.709
C (-1.2096, -0.6478, -5.0083)  -0.707
Cl (-0.7692, -1.4331, -6.4664)  0.722
C (-1.9205, 0.5547, -5.0299)  -0.712
Cl (-2.3479, 1.2693, -6.5295)  0.711
C (-2.2513, 1.1804, -3.8300)  -0.715
Cl (-3.1014, 2.6722, -3.8480)  0.710
O (-1.5715, -3.0604, -0.7108)  -0.258
N (-2.8943, -3.0430, -0.5979)  -0.173
C (-3.4492, -4.0269, 0.1359)  0.009
C (-4.8154, -4.1046, 0.2782)  -0.018
C (-5.6240, -3.1604, -0.3377)  -0.032
C (-5.0269, -2.1623, -1.0897)  -0.007
C (-3.6540, -2.1224, -1.2144)  0.009
H (-2.7426, -4.7158, 0.5720)  0.147
H (-5.2317, -4.9053, 0.8717)  0.123
H (-6.6988, -3.2054, -0.2351)  0.122
H (-5.6120, -1.4066, -1.5934)  0.126
H (-3.1129, -1.3889, -1.7915)  0.098
C (1.6753, 1.8712, -5.6294)  -0.066
C (1.0465, 2.5523, -4.5975)  -0.065
C (1.0807, 2.0465, -3.3054)  -0.105
C (1.7393, 0.8500, -3.0394)  -0.344
C (2.3684, 0.1687, -4.0774)  -0.103
C (2.3434, 0.6833, -5.3655)  -0.070
As (1.5715, 0.1092, -1.2543)  1.279
C (3.2035, -0.8274, -0.7898)  -0.342
C (3.9057, -0.4863, 0.3625)  -0.095
C (4.9905, -1.2524, 0.7708)  -0.064
C (5.3813, -2.3594, 0.0325)  -0.070
C (4.6713, -2.7162, -1.1063)  -0.082
C (3.5767, -1.9645, -1.5060)  -0.137
C (1.6756, 1.7079, -0.1827)  -0.375
C (0.6429, 2.0689, 0.6695)  -0.126
C (0.7409, 3.2216, 1.4389)  -0.056
C (1.8707, 4.0180, 1.3436)  -0.059
C (2.8988, 3.6714, 0.4732)  -0.060
C (2.8023, 2.5213, -0.2920)  -0.109
H (1.6479, 2.2660, -6.6364)  0.113
H (0.5267, 3.4812, -4.7940)  0.114
H (0.5887, 2.5925, -2.5072)  0.107
H (2.8863, -0.7636, -3.9022)  0.085
H (2.8404, 0.1492, -6.1646)  0.112
H (3.6125, 0.3757, 0.9491)  0.102
H (5.5322, -0.9768, 1.6664)  0.114
H (6.2339, -2.9471, 0.3460)  0.112
H (4.9629, -3.5874, -1.6782)  0.114
H (2.9973, -2.2938, -2.3593)  0.083
H (-0.2460, 1.4588, 0.7067)  0.023
H (-0.0665, 3.4998, 2.1055)  0.107
H (1.9492, 4.9173, 1.9399)  0.112
H (3.7756, 4.2997, 0.3909)  0.112
H (3.6047, 2.2565, -0.9716)  0.118



Molecular formula: C7H25CaN10O6
Method: DFT, the ωB97M-V functional and the def2-TZVPD basis

HOMO energy (spin up / spin down), eV: -15.4 / -15.4
Gap between HOMO and LUMO (spin up / spin down), eV: 10.8 / 7.6
Net charge: +2
F_max, eV Å⁻¹: 8.3
2S+1: 2

Last column: Löwdin charge in e.
Positions of all 49 atoms, in Å:
Ca (0.7270, 0.2819, -0.0302)  1.498
C (2.6171, -2.4297, 2.2714)  -0.053
C (2.8270, -0.9191, 2.5556)  -0.260
O (2.5398, -0.1462, 1.4138)  -0.096
H (2.7258, -3.0706, 3.1463)  0.091
H (3.3254, -2.7818, 1.5215)  0.084
H (1.6313, -2.6463, 1.8598)  0.044
H (3.7691, -0.5378, 2.9494)  0.129
H (2.1435, -0.6023, 3.3434)  0.136
C (0.2840, -2.9399, -0.8470)  -0.780
O (0.8273, -1.8828, -0.6818)  -0.061
N (-0.9935, -3.1108, -0.9224)  0.205
N (0.8071, -4.0775, -1.0247)  0.212
H (-1.6656, -2.3584, -0.9700)  0.108
H (-1.3530, -4.0492, -0.8218)  0.128
H (1.6990, -4.1475, -0.5561)  0.138
H (0.2071, -4.8895, -0.9998)  0.136
C (2.3963, 2.2633, -2.2138)  -0.712
O (1.6824, 1.2766, -1.8879)  -0.124
N (3.6435, 2.4217, -2.0972)  0.214
N (1.8111, 3.3962, -2.4536)  0.189
H (4.2827, 1.6702, -1.8811)  0.146
H (4.0187, 3.2589, -2.5197)  0.137
H (2.3033, 4.2490, -2.6787)  0.131
H (0.8107, 3.4111, -2.3154)  0.114
C (-1.5565, -1.2197, 2.0340)  -0.744
O (-0.9461, -0.5510, 1.2794)  -0.040
N (-2.8112, -1.3222, 2.3725)  0.205
N (-0.8870, -2.0052, 2.8584)  0.181
H (-3.4270, -0.6934, 1.8770)  0.122
H (-3.1380, -1.9368, 3.1043)  0.135
H (0.0557, -1.7183, 3.0798)  0.099
H (-1.4253, -2.4845, 3.5660)  0.120
C (-2.1796, 0.0998, -1.9353)  -0.777
O (-1.0881, 0.3892, -1.4817)  -0.063
N (-3.2651, 0.0003, -1.3164)  0.198
N (-2.4618, -0.2039, -3.1739)  0.186
H (-3.3572, 0.2811, -0.3506)  0.126
H (-4.0918, 0.0829, -1.8907)  0.140
H (-3.2611, -0.7717, -3.4165)  0.130
H (-1.9092, 0.1062, -3.9604)  0.138
C (-0.6642, 3.3840, 0.4079)  -0.725
O (0.0260, 2.3602, 0.4820)  -0.117
N (-0.6172, 4.3059, 1.3349)  0.197
N (-1.4551, 3.6283, -0.5660)  0.213
H (-0.6662, 5.2683, 1.0324)  0.131
H (-0.0965, 4.0984, 2.1750)  0.133
H (-1.7187, 2.8848, -1.1967)  0.118
H (-2.1259, 4.3778, -0.4749)  0.139



Molecular formula: C28H44O
Method: DFT, the ωB97M-V functional and the def2-TZVPD basis

HOMO energy, eV: -7.7
Gap between HOMO and LUMO, eV: 8.5
Net charge: 0
Structure (SMILES): CC(C)[C@@H](C)/C=C/[C@@H](C)[C@H]1CC[C@H]2C3=CC=C4C[C@H](O)CC[C@]4(C)[C@@H]3CC[C@@]12C
ΔE to the lowest compared entry with this formula, charge and spin, kcal per mole: 0.0
F_max, eV Å⁻¹: 0.8

Last column: Löwdin charge in e.
Positions of all 73 atoms, in Å:
C (2.8410, -3.2339, -5.1596)  -0.077
H (3.1182, -3.3357, -6.2068)  0.075
H (2.3653, -4.1596, -4.8415)  0.084
H (3.7519, -3.0954, -4.5841)  0.067
C (1.8845, -2.0564, -4.9845)  -0.411
C (0.7161, -2.1973, -5.9595)  -0.072
H (1.0777, -2.2380, -6.9847)  0.075
H (0.0330, -1.3565, -5.8666)  0.064
H (0.1620, -3.1110, -5.7542)  0.085
H (2.4236, -1.1313, -5.2195)  0.139
C (1.3568, -1.9515, -3.5404)  -0.360
C (0.4104, -0.7937, -3.4185)  -0.108
C (-0.8342, -0.8761, -2.9791)  -0.094
C (-1.7840, 0.2805, -2.8911)  -0.319
C (-2.9165, 0.0382, -3.8982)  -0.053
H (-2.5078, -0.0897, -4.8984)  0.076
H (-3.6060, 0.8796, -3.9131)  0.079
H (-3.4715, -0.8603, -3.6395)  0.079
H (-1.2506, 1.1874, -3.1963)  0.136
C (-2.3795, 0.5483, -1.4963)  -0.238
H (-3.1846, 1.2781, -1.6494)  0.146
C (-2.9948, -0.6626, -0.7818)  -0.129
H (-3.9814, -0.8967, -1.1806)  0.112
H (-2.3697, -1.5447, -0.9095)  0.100
C (-3.0635, -0.2729, 0.7041)  -0.105
H (-4.0946, -0.1628, 1.0399)  0.113
H (-2.6029, -1.0388, 1.3267)  0.105
C (-2.3202, 1.0696, 0.8326)  -0.209
C (-1.4910, 1.2562, 2.0601)  -0.161
C (-1.5959, 2.3502, 2.8203)  -0.028
C (-0.6709, 2.6148, 3.8932)  -0.031
C (0.2375, 1.7162, 4.2827)  -0.166
C (1.1065, 1.9739, 5.4813)  -0.092
H (0.6340, 1.5265, 6.3625)  0.128
H (1.1653, 3.0518, 5.6628)  0.120
C (2.5160, 1.3872, 5.3673)  -0.386
O (3.2967, 2.0456, 4.3902)  -0.019
H (3.1926, 2.9962, 4.5005)  0.096
C (2.4233, -0.0873, 4.9830)  -0.129
H (1.9089, -0.6355, 5.7722)  0.114
H (3.4322, -0.4907, 4.8857)  0.120
C (1.7064, -0.2092, 3.6435)  -0.132
H (1.6917, -1.2529, 3.3225)  0.128
H (2.2990, 0.3667, 2.9343)  0.107
C (0.2709, 0.3392, 3.6592)  -0.383
C (-0.6323, -0.5589, 4.5281)  -0.009
H (-0.3354, -0.5318, 5.5725)  0.077
H (-0.5847, -1.5910, 4.1849)  0.090
H (-1.6622, -0.2151, 4.4580)  0.094
C (-0.3318, 0.3148, 2.2276)  -0.193
C (0.5957, 0.6561, 1.0489)  -0.111
C (-0.1377, 0.3903, -0.2673)  -0.117
H (-0.3541, -0.6774, -0.3210)  0.122
C (-1.4419, 1.1775, -0.4406)  -0.408
C (-1.1327, 2.6403, -0.7500)  -0.014
H (-0.4816, 2.7241, -1.6172)  0.082
H (-2.0474, 3.1941, -0.9533)  0.089
H (-0.6364, 3.1070, 0.0975)  0.081
H (0.5293, 0.6279, -1.0970)  0.112
H (0.9123, 1.6975, 1.1190)  0.132
H (1.4868, 0.0282, 1.0574)  0.108
H (-0.6664, -0.7146, 2.0594)  0.140
H (3.0159, 1.4830, 6.3488)  0.143
H (-0.7383, 3.5768, 4.3839)  0.109
H (-2.3767, 3.0761, 2.6400)  0.112
H (-3.0605, 1.8760, 0.7919)  0.147
H (-1.2446, -1.8458, -2.7306)  0.121
H (0.8273, 0.1683, -3.6922)  0.131
C (2.4868, -1.7617, -2.5231)  -0.055
H (3.1017, -0.9057, -2.7933)  0.087
H (3.1198, -2.6429, -2.4687)  0.070
H (2.0671, -1.5834, -1.5353)  0.069
H (0.8200, -2.8756, -3.2996)  0.144